Molecular formula: C4H10
Method: DFT, the ωB97M-V functional and the def2-TZVPD basis

Last column: Mulliken charge in e.
Cartesian coordinates (Å):
H -1.573 0.830 -1.522  0.32
C 1.821 -0.386 0.545  -1.21
H -0.816 -0.110 1.273  0.30
H 1.607 -0.850 1.521  0.30
H -0.264 1.363 0.559  0.32
H 0.790 0.050 -1.309  0.30
C -1.826 0.401 -0.563  -1.23
C -0.587 0.349 0.305  -0.38
H -2.558 1.052 -0.110  0.36
H 0.297 -1.424 -0.541  0.30
H 2.118 0.644 0.757  0.31
H 2.686 -0.921 0.124  0.34
H -2.283 -0.598 -0.704  0.30
C 0.586 -0.400 -0.332  -0.31

## Properties
relative energy (zero: lowest compared OMol25 entry of this formula, charge and spin): 2.2 kcal/mol
HOMO: -11.29 eV
M: 58.12 g/mol
HOMO-LUMO gap: 12.617 eV
energy: -158.39939 a.u.
net charge: 0